1.
C21H25N9O5S5Sc | wB97M-V/def2-TZVPD

Element x y z (Å)
Sc 0.5806 -0.6081 0.0691
C -4.1153 -0.8752 4.1904
C -4.5188 -0.4299 2.7908
N -3.7899 -1.1101 1.7386
C -2.4542 -0.8789 1.4974
S -1.6025 -2.1000 0.6612
N -2.0057 0.2759 1.9620
N -0.6661 0.4766 1.7299
C -0.1366 1.4698 2.3501
C -0.8848 2.3711 3.2839
C 1.3172 1.6837 2.1778
C 1.9741 2.7535 2.7808
C 3.3469 2.8625 2.6462
C 4.0315 1.8911 1.9390
C 3.3038 0.8644 1.3576
N 1.9832 0.7741 1.4525
H -4.6450 -0.2993 4.9516
H -4.3413 -1.9314 4.3440
H -3.0450 -0.7334 4.3308
H -5.5833 -0.6133 2.6203
H -4.3527 0.6425 2.6828
H -4.0515 -2.0653 1.5516
H -1.8862 1.9892 3.4525
H -0.3624 2.4473 4.2386
H -0.9532 3.3776 2.8643
H 1.4210 3.4914 3.3418
H 3.8730 3.6926 3.1000
H 5.1060 1.9199 1.8266
H 3.7878 0.0758 0.7988
C 3.9998 -2.5876 -1.0551
C 3.5616 -1.2842 -1.5953
N 2.5285 -0.5487 -1.2132
C 2.5286 0.5666 -2.0043
C 3.5673 0.5165 -2.8877
N 4.2131 -0.6605 -2.6010
C 4.0769 1.3984 -3.9556
O 3.3959 2.5028 -4.1728
O 5.0612 1.0786 -4.5903
C 1.5111 1.6266 -1.7771
O 1.5061 2.6162 -2.5373
O 0.7413 1.4218 -0.8011
H 3.8103 -2.6349 0.0173
H 5.0562 -2.7479 -1.2704
H 3.3902 -3.3761 -1.4988
H 5.0278 -0.9836 -3.0969
H 2.5954 2.5635 -3.5360
S 1.8548 -2.0291 1.8981
S 1.0564 -3.9388 1.9710
S 1.5297 -4.7660 0.1515
S 0.7271 -3.4281 -1.2098
C -1.6531 -2.1666 -3.7919
N -2.2141 -1.0744 -3.0014
C -3.4974 -0.6626 -3.1234
C -4.0178 0.2817 -2.3076
C -3.1616 0.7656 -1.2672
N -1.9094 0.3912 -1.1743
C -1.4036 -0.5041 -2.0378
O -0.2229 -0.8753 -1.9698
N -3.6203 1.6408 -0.3380
H -2.4534 -2.5925 -4.3942
H -1.2363 -2.9157 -3.1163
H -0.8583 -1.7891 -4.4333
H -4.0716 -1.1411 -3.9054
H -5.0416 0.6041 -2.4085
H -4.6185 1.7000 -0.2299
H -3.0901 1.6182 0.5325

* energy above the lowest of the compared OMol25 structures with the same formula, charge and spin: 4.7 kcal/mol
* spin multiplicity: 1
* lowest unoccupied orbital energy: 2.24 eV
* charge: -1
* HOMO-LUMO gap: 5.5 eV

=====

2.
C21H25NO3S | wB97M-V/def2-TZVPD

Element x y z (Å)
C 3.8939 4.1264 0.8456
C 3.6649 2.6508 0.7403
C 4.6592 1.8213 0.2283
C 4.4602 0.4557 0.1392
C 3.2636 -0.0815 0.5723
S 2.9755 -1.8361 0.3589
O 4.2289 -2.5373 0.4511
O 1.9049 -2.2497 1.2253
C 2.3915 -1.9447 -1.3885
C 1.0927 -1.2372 -1.4453
C 1.0340 0.1284 -1.7063
C -0.1717 0.8018 -1.6545
C -1.3407 0.1266 -1.3243
C -2.6417 0.8684 -1.3583
O -3.0021 1.4350 -2.3764
N -3.3784 0.8793 -0.2259
C -3.0087 0.3193 1.0516
C -4.0150 -0.7550 1.4696
C -5.4325 -0.1784 1.5032
C -6.4533 -1.2529 1.8648
C -5.7476 0.4450 0.1415
C -4.6932 1.4860 -0.2288
C -1.2887 -1.2437 -1.0898
C -0.0831 -1.9157 -1.1430
C 2.2650 0.7185 1.0909
C 2.4702 2.0845 1.1742
H 2.9518 4.6684 0.8459
H 4.5097 4.4832 0.0235
H 4.4148 4.3527 1.7762
H 5.5926 2.2516 -0.1038
H 5.2213 -0.2047 -0.2463
H 2.3158 -3.0068 -1.6039
H 3.1718 -1.4847 -1.9874
H 1.9368 0.6654 -1.9607
H -0.2167 1.8587 -1.8693
H -2.0000 -0.0912 1.0039
H -3.0182 1.1272 1.7963
H -3.7403 -1.1447 2.4508
H -3.9812 -1.5808 0.7563
H -5.4691 0.6103 2.2641
H -6.2264 -1.6849 2.8367
H -6.4450 -2.0502 1.1247
H -7.4548 -0.8307 1.9012
H -6.7310 0.9168 0.1604
H -5.7607 -0.3364 -0.6212
H -4.8691 1.8862 -1.2287
H -4.7103 2.3101 0.4948
H -2.1961 -1.7883 -0.8755
H -0.0474 -2.9752 -0.9418
H 1.3500 0.2579 1.4276
H 1.6949 2.7196 1.5765

* SMILES: Cc1ccc(S(=O)(=O)Cc2ccc(C(=O)N3CCC(C)CC3)cc2)cc1
* energy above the lowest of the compared OMol25 structures with the same formula, charge and spin: 24.5 kcal/mol
* spin multiplicity: 1
* lowest unoccupied orbital energy: 0.54 eV
* charge: 0
* HOMO-LUMO gap: 9.7 eV

=====

3.
C21H25NO5 | wB97M-V/def2-TZVPD

Element x y z (Å)
C -3.5994 -0.0484 4.0720
O -3.2370 0.2395 2.7029
C -3.4488 1.5019 2.2288
C -2.3102 2.4868 2.8117
C -2.0551 3.7718 2.2037
N -1.7880 3.6467 0.6449
C -0.4408 3.6401 0.4101
O 0.4391 4.0469 1.3155
C -0.1868 3.0976 -0.8865
C -0.1891 1.6442 -1.1125
C 0.9936 1.1042 -0.8799
C 2.2122 1.4492 -0.2565
C 0.6809 -0.5045 -0.8737
C -0.5493 -0.9280 -1.4212
C -0.6649 -2.3494 -1.4170
C 0.3220 -3.1327 -1.3502
C -0.2046 -4.7645 -1.6238
C 1.5849 -2.8152 -0.9742
C 2.8168 -3.6299 -0.6903
C 3.0203 -5.0001 -0.8392
C 3.6375 -2.4935 -0.6085
C 5.2196 -2.3775 -0.2269
O 3.0602 -1.3155 -0.3943
C 1.5759 -1.4315 -0.8163
O -1.7320 -0.2169 -1.3594
C -1.5384 1.2615 -1.4517
O -2.3859 1.8581 -1.1468
H -4.5765 0.1504 4.1268
H -3.0165 0.4023 4.6853
H -3.6498 -1.1573 4.1178
H -3.0528 1.5541 1.1571
H -4.4305 1.7690 2.2695
H -1.2332 2.1343 2.6265
H -2.4460 2.6031 3.8819
H -1.6487 4.6119 2.6732
H -3.2171 4.3318 2.0990
H -2.3562 3.1671 -0.0414
H 1.0050 3.5957 -1.1990
H -0.6863 3.7466 -1.6257
H 2.9073 1.4589 -1.0439
H 2.7665 0.8830 0.5599
H 2.2104 2.2627 0.4345
H -1.7138 -2.5630 -1.7927
H 0.0995 -5.2782 -0.8386
H 0.4736 -5.1085 -2.3731
H -1.0486 -4.7648 -1.9198
H 2.5417 -5.5869 -0.0591
H 3.9192 -5.1683 -0.8750
H 2.8105 -5.2399 -1.8943
H 5.5075 -3.0174 -0.9961
H 5.3901 -3.1476 0.7757
H 5.4775 -1.4494 0.0508

* SMILES: COCCCNC(=O)Cc1c(C)c2c(cc(C)c3c(C)c(C)oc32)oc1=O
* energy above the lowest of the compared OMol25 structures with the same formula, charge and spin: 356.2 kcal/mol
* spin multiplicity: 1
* lowest unoccupied orbital energy: -0.04 eV
* charge: 0
* HOMO-LUMO gap: 7.7 eV

=====

4.
C21H26ClN5O2 | wB97M-V/def2-TZVPD

Element x y z (Å)
O -3.0583 -2.8818 -0.5380
C -2.0239 -2.2905 -0.7859
C -0.6482 -2.9217 -0.8317
C 0.2940 -2.2747 0.2009
N 0.5103 -0.8674 -0.0989
C 0.6120 0.0121 1.0542
C 1.9734 -0.0716 1.7475
N 3.0109 0.2626 0.7916
C 4.3282 0.3539 1.3933
C 5.3103 0.9969 0.4514
C 6.6006 0.5065 0.3116
C 7.4966 1.1217 -0.5463
C 7.1075 2.2293 -1.2788
C 5.8191 2.7217 -1.1477
C 4.9275 2.1117 -0.2852
C 2.9828 -0.6727 -0.3165
C 1.6169 -0.6047 -1.0051
N -1.9911 -0.9755 -1.1201
N -3.1564 -0.2186 -0.9592
C -3.1160 0.9136 -0.2019
O -2.0792 1.4916 0.0578
N -4.3376 1.4487 0.1465
C -5.6102 0.8798 0.1594
C -5.8339 -0.4689 0.4388
C -7.1246 -0.9652 0.4570
C -8.2123 -0.1428 0.2207
C -7.9856 1.2019 -0.0249
Cl -9.3244 2.2599 -0.2988
C -6.7034 1.7179 -0.0575
H -0.2373 -2.7972 -1.8341
H -0.7488 -3.9862 -0.6203
H 1.2297 -2.8492 0.2196
H -0.1659 -2.3585 1.1886
H -0.1871 -0.2256 1.7584
H 0.4543 1.0329 0.6976
H 2.0056 0.6487 2.5679
H 2.1190 -1.0844 2.1715
H 4.2386 0.9801 2.2881
H 4.7055 -0.6354 1.7138
H 6.9086 -0.3611 0.8788
H 8.4995 0.7323 -0.6447
H 7.8055 2.7070 -1.9504
H 5.5108 3.5857 -1.7183
H 3.9203 2.4840 -0.1777
H 3.7632 -0.3954 -1.0282
H 3.1864 -1.7062 0.0265
H 1.5809 -1.3139 -1.8341
H 1.4804 0.4053 -1.4007
H -1.1117 -0.4732 -0.9299
H -3.9925 -0.7853 -1.0325
H -4.2856 2.4277 0.3932
H -5.0159 -1.1315 0.6762
H -7.2835 -2.0109 0.6700
H -9.2172 -0.5314 0.2377
H -6.5479 2.7680 -0.2513

* SMILES: O=C(CCN1CCN(Cc2ccccc2)CC1)NNC(=O)Nc1cccc(Cl)c1
* energy above the lowest of the compared OMol25 structures with the same formula, charge and spin: 5.5 kcal/mol
* spin multiplicity: 1
* lowest unoccupied orbital energy: 0.73 eV
* charge: 0
* HOMO-LUMO gap: 9.3 eV